Record 1
A 2-piece molecular cluster, C4H7NOS overall at a distorted geometry, computed with ωB97M-V/def2-TZVPD.

Each line ends with the Mulliken charge.
Atoms and positions in Å:
C1 0.22 -0.85 -0.61  -0.244
C2 -0.74 -1.66 0.23  0.086
C3 -0.02 0.60 -0.48  0.173
C4 0.23 1.38 0.74  -0.545
H1 2.68 -0.47 0.59  0.144
H2 -0.09 -1.18 -1.71  0.266
H3 -1.62 -2.10 -0.29  0.325
H4 0.02 1.08 -1.54  0.257
H5 0.21 0.92 1.79  0.210
H6 0.28 2.50 0.66  0.326
H7 -1.46 1.92 -0.35  0.266
N1 -1.16 1.17 0.20  -0.589
O1 -0.45 -1.71 1.44  -0.485
S1 1.89 -1.60 -0.66  -0.191

Computed properties:
Frontier orbital gap (eV): 8.949
LUMO energy (Ha): -0.011
Relative energy (zero: lowest compared OMol25 entry of this formula, charge and spin) (kcal per mole): 115.2
HOMO energy (eV): -9.25


Record 2
An isolated molecule of C4H7NOS at a distorted geometry, computed with ωB97M-V/def2-TZVPD.

Each line ends with the Mulliken charge.
Atoms and positions in Å:
C1 1.03 0.79 0.07  -0.724
C2 -0.24 0.91 0.34  0.300
C3 1.81 -0.45 -0.07  -0.584
C4 -2.32 0.17 0.57  -0.273
N1 -1.17 -0.04 0.10  -0.227
O1 0.05 -1.62 -1.76  -0.492
S1 0.93 -2.01 -0.39  0.036
H1 1.66 1.66 0.22  0.291
H2 -0.66 1.92 0.74  0.174
H3 2.53 -0.39 -0.88  0.327
H4 2.39 -0.65 0.84  0.337
H5 -0.49 -0.82 -1.50  0.444
H6 -3.17 -0.67 0.55  0.271
H7 -2.37 1.20 1.18  0.118

Computed properties:
Frontier orbital gap (eV): 8.456
LUMO energy (Ha): 0.012
Relative energy (zero: lowest compared OMol25 entry of this formula, charge and spin) (kcal per mole): 69.7
HOMO energy (eV): -8.13


Record 3
An isolated molecule of C4H7NOS at a distorted geometry, computed with ωB97M-V/def2-TZVPD.

Each line ends with the Mulliken charge.
Atoms and positions in Å:
C1 -1.30 0.54 1.96  -0.713
C2 -0.78 0.61 0.76  0.409
C3 1.58 -1.35 -0.92  0.517
C4 -1.24 1.39 -0.39  -1.167
N1 0.84 -1.48 -1.97  -0.539
O1 2.77 -1.92 -0.47  -0.451
S1 1.01 -0.10 0.43  -0.197
H1 -2.11 1.19 2.19  0.304
H2 -0.67 0.06 2.68  0.241
H3 -2.19 1.75 -0.09  0.378
H4 -1.41 0.68 -1.20  0.315
H5 -0.58 2.17 -0.73  0.308
H6 1.17 -2.26 -2.56  0.238
H7 2.90 -1.28 0.31  0.357

Computed properties:
Frontier orbital gap (alpha / beta) (eV): 6.122 / 6.785
LUMO energy (alpha / beta) (Ha): 0.023 / -0.107
Relative energy (zero: lowest compared OMol25 entry of this formula, charge and spin) (kcal per mole): 58.2
Expectation value of S²: 2.01
Multiplicity: 3
HOMO energy (alpha / beta) (eV): -5.51 / -9.69


Record 4
An isolated molecule of C4H7NOS2 at a distorted geometry, computed with ωB97M-V/def2-TZVPD.

Each line ends with the Mulliken charge.
Atoms and positions in Å:
C1 1.85 1.59 0.13  -0.528
C2 1.51 -1.42 0.08  -0.291
C3 -1.83 -0.46 -0.09  0.042
C4 -2.92 0.42 0.08  -0.319
H1 2.04 2.32 -0.82  0.277
H2 2.39 1.63 1.25  0.250
H3 0.66 1.55 0.32  0.135
H4 1.75 -2.50 -0.64  0.216
H5 1.82 -1.50 1.19  0.289
H6 -1.83 -1.41 -0.76  0.398
H7 -2.61 1.50 0.41  0.254
N1 -0.62 -0.33 0.27  -0.289
O1 -0.06 -1.49 -0.09  -0.195
S1 2.32 0.07 -0.83  -0.057
S2 -4.47 0.03 -0.52  -0.180

Computed properties:
Frontier orbital gap (eV): 7.725
LUMO energy (Ha): -0.049
Relative energy (zero: lowest compared OMol25 entry of this formula, charge and spin) (kcal per mole): 141.5
HOMO energy (eV): -9.07


Record 5
An isolated molecule of C4H7NOS2 at a distorted geometry, computed with ωB97M-V/def2-TZVPD.

Each line ends with the Mulliken charge.
Atoms and positions in Å:
C1 1.34 -2.06 -0.65  -1.173
C2 0.69 -1.29 0.58  0.025
C3 1.31 0.18 0.70  0.174
C4 0.09 0.71 0.21  0.045
H1 1.41 -1.44 -1.54  0.336
H2 2.43 -2.32 -0.51  0.315
H3 0.77 -3.03 -0.90  0.291
H4 0.59 -1.85 1.54  0.353
H5 1.47 0.48 1.81  0.187
H6 2.29 1.53 -0.05  0.370
H7 -2.30 -1.12 -1.36  0.148
N1 -0.52 -0.50 0.14  -0.097
O1 2.30 0.51 -0.25  -0.498
S1 -0.46 2.21 -0.24  -0.320
S2 -2.16 -0.84 0.06  -0.155

Computed properties:
Frontier orbital gap (eV): 9.064
LUMO energy (Ha): 0.012
Relative energy (zero: lowest compared OMol25 entry of this formula, charge and spin) (kcal per mole): 56.9
HOMO energy (eV): -8.73


Record 6
An isolated molecule of C4H7NOS2 at a distorted geometry, computed with ωB97M-V/def2-TZVPD.

Each line ends with the Mulliken charge.
Atoms and positions in Å:
C1 0.92 1.26 0.96  -1.144
C2 0.39 0.67 -0.24  -0.105
C3 2.30 -0.59 -0.88  0.067
C4 -3.21 -1.05 -0.22  -0.240
H1 1.74 2.06 0.85  0.305
H2 0.10 1.59 1.47  0.414
H3 1.47 0.57 1.57  0.335
H4 -0.35 1.39 -0.54  0.419
H5 3.11 -0.51 -1.67  0.297
H6 -4.16 -0.75 -0.51  0.300
H7 -3.28 -1.87 0.61  0.162
N1 -2.06 -0.45 -0.61  -0.365
O1 1.43 0.42 -1.17  -0.350
S1 2.25 -1.81 0.23  -0.222
S2 -0.67 -0.92 0.17  0.127

Computed properties:
Frontier orbital gap (eV): 8.516
LUMO energy (Ha): 0.002
Relative energy (zero: lowest compared OMol25 entry of this formula, charge and spin) (kcal per mole): 74.4
HOMO energy (eV): -8.47


Record 7
An isolated molecule of C4H7NOSi at a distorted geometry, computed with ωB97M-V/def2-TZVPD.

Each line ends with the Mulliken charge.
Atoms and positions in Å:
C1 0.93 1.65 0.52  -0.186
C2 1.49 0.47 1.20  -0.064
C3 -0.02 1.68 -0.42  -0.259
C4 1.07 -0.79 1.11  -0.830
N1 -2.29 -1.55 -0.75  -0.509
O1 -0.76 0.59 -0.83  -0.185
Si1 -0.67 -1.00 -1.05  0.315
H1 1.53 2.50 0.84  0.265
H2 2.33 0.79 1.72  0.302
H3 -0.18 2.58 -0.90  0.388
H4 1.64 -1.57 1.45  0.309
H5 -2.31 -2.55 -0.66  0.233
H6 -2.69 -1.02 0.01  0.291
H7 -0.06 -1.77 -2.25  -0.071

Computed properties:
Frontier orbital gap (eV): 8.531
LUMO energy (Ha): 0.022
Relative energy (zero: lowest compared OMol25 entry of this formula, charge and spin) (kcal per mole): 78.9
HOMO energy (eV): -7.93


Record 8
An isolated molecule of C4H7NS at a distorted geometry, computed with ωB97M-V/def2-TZVPD.

Each line ends with the Mulliken charge.
Atoms and positions in Å:
C1 -0.17 -1.04 0.34  -0.769
C2 -0.62 0.26 -0.40  0.241
C3 0.36 1.40 -0.22  -0.526
C4 1.26 2.18 0.10  -0.003
H1 1.88 -1.03 0.22  0.288
H2 1.00 -1.72 -1.19  0.258
H3 0.00 -0.90 1.55  0.312
H4 -1.07 -1.70 0.10  0.387
H5 -0.56 -0.06 -1.40  0.180
H6 -2.67 0.84 1.08  0.139
H7 1.90 3.12 0.09  0.357
N1 1.08 -1.70 -0.15  -0.597
S1 -2.39 0.34 -0.11  -0.267

Computed properties:
Frontier orbital gap (eV): 10.074
LUMO energy (Ha): 0.030
Relative energy (zero: lowest compared OMol25 entry of this formula, charge and spin) (kcal per mole): 82.1
HOMO energy (eV): -9.26


Record 9
A 3-piece molecular cluster, C4H7NS overall at a distorted geometry, computed with ωB97M-V/def2-TZVPD.

Each line ends with the Mulliken charge.
Atoms and positions in Å:
C1 -0.89 -0.84 -0.27  -0.660
C2 0.31 -0.52 0.51  0.385
C3 0.80 0.88 0.18  -0.261
C4 1.61 1.87 -0.03  -0.690
H1 -2.45 0.66 -0.92  0.296
H2 -2.14 0.17 1.30  0.283
H3 -0.66 -0.58 -1.37  0.322
H4 -1.17 -1.87 -0.40  0.359
H5 0.40 -0.67 1.75  0.266
H6 2.85 -0.12 -0.86  0.125
H7 1.88 2.82 -0.07  0.418
N1 -2.19 -0.24 0.13  -0.578
S1 1.66 -1.57 0.05  -0.264

Computed properties:
Frontier orbital gap (eV): 7.849
LUMO energy (Ha): -0.045
Relative energy (zero: lowest compared OMol25 entry of this formula, charge and spin) (kcal per mole): 212.6
HOMO energy (eV): -9.08


Record 10
An isolated molecule of C4H7NS at a distorted geometry, computed with ωB97M-V/def2-TZVPD.

Each line ends with the Mulliken charge.
Atoms and positions in Å:
C1 -0.09 1.23 1.21  -0.518
C2 1.53 -0.40 0.20  -0.548
C3 0.28 -0.24 -0.69  0.028
C4 -0.79 -0.01 0.37  -0.173
H1 -0.26 2.10 0.63  0.348
H2 -0.38 1.19 2.27  0.279
H3 1.68 1.70 0.57  0.306
H4 1.62 -1.28 0.71  0.333
H5 2.53 -0.12 -0.29  0.247
H6 0.56 0.67 -1.16  0.196
H7 -0.95 -0.88 1.02  0.216
N1 1.36 0.82 1.08  -0.525
S1 -1.24 -0.79 -1.12  -0.186

Computed properties:
Frontier orbital gap (eV): 9.625
LUMO energy (Ha): 0.035
Relative energy (zero: lowest compared OMol25 entry of this formula, charge and spin) (kcal per mole): 101.6
HOMO energy (eV): -8.67